[1]
C12H10AlF5IO3 as an isolated structure. Source: the OMol25 dataset; level of theory: ωB97M-V with the def2-TZVPD basis set.

HOMO-LUMO gap (eV): 8.16
Total charge: -1
HOMO energy (hartree): -0.1977
Energy relative to the best compared isomer or geometry (same formula, charge and spin) (kcal per mole): 0.00

Positions of all 32 atoms, in Å:
O: -3.78 -1.35 -1.93
C: -3.63 -1.34 -0.75
I: -3.70 -3.27 0.23
C: -3.59 -0.09 0.09
C: -2.61 0.13 1.27
O: -2.60 -0.90 2.20
Al: -0.94 -1.51 2.56
O: -0.20 -0.11 1.70
C: -1.12 0.60 0.96
C: -0.71 0.68 -0.52
F: -1.41 1.74 -1.09
F: -1.12 -0.43 -1.22
C: 0.76 0.86 -0.79
C: 1.23 1.99 -1.46
C: 2.58 2.13 -1.73
C: 3.48 1.16 -1.33
C: 3.01 0.03 -0.67
C: 3.96 -1.04 -0.23
F: 5.21 -0.86 -0.73
F: 4.09 -1.11 1.11
F: 3.56 -2.27 -0.64
C: 1.66 -0.12 -0.39
H: -3.43 0.70 -0.64
H: -4.60 0.02 0.49
H: -3.05 1.01 1.76
H: -0.76 -1.53 4.15
H: -0.51 -2.85 1.77
H: -1.08 1.66 1.27
H: 0.54 2.76 -1.79
H: 2.93 3.01 -2.25
H: 4.54 1.27 -1.54
H: 1.30 -0.99 0.13

Mulliken population analysis, charges in e, atoms 1 to 6:
1. O -0.50
2. C 0.22
3. I -0.03
4. C -0.71
5. C 0.30
6. O -0.55

[2]
C12H10B2BrF8MnN2O4 as an isolated structure in a non-equilibrium geometry. Source: the OMol25 dataset; level of theory: ωB97M-V with the def2-TZVPD basis set.

HOMO-LUMO gap (alpha / beta) (eV): 7.48 / 7.50
Total charge: -1
HOMO energy (alpha / beta) (hartree): -0.2113 / -0.2132
⟨S²⟩: 8.7527
Spin multiplicity: 6
Energy relative to the best compared isomer or geometry (same formula, charge and spin) (kcal per mole): 8.54

Positions of all 40 atoms, in Å:
Mn: -0.93 -0.49 -1.51
Br: -1.10 -1.67 0.87
B: 0.56 1.46 -1.74
F: 1.19 2.67 -1.99
F: 1.27 0.37 -2.25
F: 0.42 1.18 -0.37
F: -0.72 1.45 -2.34
B: -2.68 -1.25 -2.92
F: -2.18 -2.40 -2.28
F: -1.56 -0.65 -3.52
F: -3.71 -1.51 -3.78
F: -3.01 -0.34 -1.88
C: 4.39 -4.11 0.34
C: 4.83 -3.80 -0.93
C: 3.96 -3.18 -1.87
C: 2.69 -2.90 -1.44
C: 2.24 -3.17 -0.15
C: 3.08 -3.81 0.73
N: 1.78 -2.27 -2.38
O: 0.64 -2.12 -1.98
O: 2.16 -1.94 -3.46
H: 5.09 -4.55 1.05
H: 5.84 -3.97 -1.25
H: 4.41 -2.97 -2.82
H: 1.21 -2.92 0.09
H: 2.80 -4.01 1.76
C: -1.73 4.44 4.00
C: -2.98 4.66 3.41
C: -3.41 3.86 2.36
C: -2.61 2.81 1.95
C: -1.40 2.50 2.59
C: -0.98 3.36 3.60
N: -3.04 2.07 0.78
O: -2.14 1.70 0.06
O: -4.22 1.86 0.57
H: -1.48 5.10 4.81
H: -3.56 5.53 3.68
H: -4.33 4.10 1.85
H: -0.80 1.67 2.25
H: -0.04 3.21 4.12

Mulliken population analysis, charges in e, atoms 1 to 6:
1. Mn 1.60
2. Br -0.77
3. B 0.34
4. F -0.35
5. F -0.24
6. F -0.34

[3]
One molecule with the formula C12H10BrCl in a non-equilibrium geometry. Source: the OMol25 dataset; level of theory: ωB97M-V with the def2-TZVPD basis set.

HOMO-LUMO gap (alpha / beta) (eV): 6.04 / 7.50
Total charge: 0
HOMO energy (alpha / beta) (hartree): -0.2681 / -0.3100
Energy relative to the best compared isomer or geometry (same formula, charge and spin) (kcal per mole): 85.64

Positions of all 24 atoms, in Å:
C: -2.58 -0.87 -1.57
C: -2.82 0.53 -1.23
C: -1.49 -1.52 -1.19
C: -1.94 1.11 -0.40
C: -0.49 -0.86 -0.45
C: -0.73 0.44 0.00
C: 0.69 -1.63 -0.11
C: 0.27 1.11 0.72
C: 1.98 -0.82 0.17
C: 1.62 0.65 0.65
C: 2.40 0.19 -0.76
C: 2.61 1.24 1.65
Cl: 1.84 1.33 3.31
Br: 4.27 0.51 -0.99
H: -3.15 -1.31 -2.47
H: -3.71 1.12 -1.46
H: -1.39 -2.56 -1.37
H: -2.09 2.15 -0.08
H: 0.63 -2.15 0.92
H: 0.85 -2.38 -0.84
H: 0.21 2.12 1.07
H: 2.73 -1.37 0.72
H: 2.96 2.23 1.45
H: 3.41 0.48 1.78

Mulliken population analysis, charges in e, atoms 1 to 6:
1. C -0.53
2. C -0.45
3. C -0.85
4. C -0.93
5. C 0.85
6. C 1.09

[4]
C12H10CdN8O4S as an isolated structure. Source: the OMol25 dataset; level of theory: ωB97M-V with the def2-TZVPD basis set.

HOMO-LUMO gap (eV): 7.78
Total charge: 0
HOMO energy (hartree): -0.3097
Energy relative to the best compared isomer or geometry (same formula, charge and spin) (kcal per mole): 10.28

Positions of all 36 atoms, in Å:
Cd: 1.32 0.31 0.37
O: -1.98 3.50 0.28
C: -1.27 2.37 0.24
O: -0.42 2.15 -0.58
C: -1.65 1.39 1.31
C: -2.68 1.56 2.21
C: -2.89 0.55 3.15
C: -2.06 -0.56 3.16
C: -1.03 -0.63 2.23
N: -0.86 0.32 1.33
C: -0.04 -1.81 2.20
O: -0.30 -2.78 2.90
O: 0.93 -1.69 1.38
H: -1.62 4.10 -0.39
H: -3.30 2.45 2.18
H: -3.69 0.64 3.88
H: -2.17 -1.37 3.87
C: -0.08 -3.65 -3.37
C: 1.09 -2.75 -3.24
N: 2.14 -2.76 -3.99
N: 2.94 -1.78 -3.49
C: 2.41 -1.15 -2.44
S: 3.09 0.10 -1.53
N: 1.20 -1.77 -2.28
N: 0.30 -1.42 -1.29
H: 0.11 -4.36 -4.17
H: -0.98 -3.08 -3.60
H: -0.25 -4.19 -2.44
H: 3.84 -1.59 -3.89
H: -0.61 -1.24 -1.67
H: 0.31 -2.09 -0.51
N: 1.96 2.08 1.44
C: 1.90 3.18 1.84
N: 1.85 4.35 2.32
C: 1.42 5.36 1.58
N: 1.05 6.27 0.98

Mulliken population analysis, charges in e, atoms 1 to 6:
1. Cd 1.17
2. O -0.44
3. C 0.10
4. O -0.59
5. C 0.37
6. C -0.65

[5]
C12H10ClI2O5SV as an isolated structure in a non-equilibrium geometry. Source: the OMol25 dataset; level of theory: ωB97M-V with the def2-TZVPD basis set.

HOMO-LUMO gap (alpha / beta) (eV): 5.86 / 5.95
Total charge: +3
HOMO energy (alpha / beta) (hartree): -0.7020 / -0.7026
⟨S²⟩: 0.7642
Spin multiplicity: 2
Energy relative to the best compared isomer or geometry (same formula, charge and spin) (kcal per mole): 11.96

Positions of all 32 atoms, in Å:
V: -0.48 -3.22 0.11
O: 2.17 -2.99 2.28
Cl: 1.58 -3.97 1.49
O: 2.09 -5.26 1.55
O: 1.46 -3.49 0.03
O: 0.04 -4.00 1.74
I: -1.07 -5.23 -1.79
I: -2.98 -4.37 -0.14
O: -0.77 -1.69 0.29
S: -1.10 0.50 0.54
C: 0.46 0.83 1.11
C: 1.68 0.60 0.44
C: 2.83 1.02 1.04
C: 2.78 1.68 2.29
C: 1.58 1.88 2.95
C: 0.40 1.42 2.39
C: -1.39 1.06 -1.00
C: -2.80 1.24 -1.22
C: -3.22 1.86 -2.38
C: -2.27 2.25 -3.32
C: -0.88 2.05 -3.12
C: -0.43 1.47 -1.97
H: 1.72 0.08 -0.51
H: 3.79 0.85 0.57
H: 3.71 2.02 2.74
H: 1.56 2.37 3.92
H: -0.54 1.54 2.91
H: -3.51 0.94 -0.47
H: -4.27 2.04 -2.55
H: -2.60 2.74 -4.23
H: -0.18 2.39 -3.87
H: 0.63 1.37 -1.80

Mulliken population analysis, charges in e, atoms 1 to 6:
1. V 1.03
2. O -0.43
3. Cl 1.86
4. O -0.40
5. O -0.53
6. O -0.56

[6]
C12H10ClLuN3 as an isolated structure in a non-equilibrium geometry. Source: the OMol25 dataset; level of theory: ωB97M-V with the def2-TZVPD basis set.

HOMO-LUMO gap (eV): 5.24
Total charge: -1
HOMO energy (hartree): -0.1157

Positions of all 27 atoms, in Å:
C: 1.17 -1.74 1.54
C: 1.22 -1.78 0.10
C: -0.12 -1.88 -0.38
H: 2.12 -1.81 -0.51
C: -1.00 -1.94 0.75
C: -0.20 -1.87 1.92
H: -0.62 -1.84 2.93
H: 2.05 -1.71 2.19
H: -0.38 -2.06 -1.41
H: -2.07 -2.12 0.77
Lu: 0.14 0.28 0.76
Cl: 1.98 1.65 0.06
C: 0.33 2.65 -2.78
C: -0.90 2.01 -3.12
C: -0.59 0.77 -3.77
H: -1.90 2.40 -2.93
C: 0.83 0.65 -3.83
C: 1.40 1.81 -3.22
H: 2.46 2.02 -3.10
H: 0.44 3.60 -2.27
H: -1.31 0.05 -4.17
H: 1.39 -0.17 -4.28
N: -0.65 0.76 2.76
C: -1.11 0.56 3.84
N: -1.74 0.39 4.91
C: -1.52 -0.13 6.09
N: -1.41 -0.56 7.18

Mulliken population analysis, charges in e, atoms 1 to 6:
1. C -0.53
2. C -0.32
3. C -0.58
4. H 0.42
5. C -0.55
6. C -0.61

[7]
C12H10ClNO8SeW as an isolated structure. Source: the OMol25 dataset; level of theory: ωB97M-V with the def2-TZVPD basis set.

HOMO-LUMO gap (eV): 6.39
Total charge: +2
HOMO energy (hartree): -0.5701
Energy relative to the best compared isomer or geometry (same formula, charge and spin) (kcal per mole): 0.00

Positions of all 34 atoms, in Å:
W: 1.47 1.58 -0.86
O: 0.21 5.21 -0.49
Cl: 1.21 4.27 -0.22
O: 0.56 2.94 0.36
O: 1.63 3.52 -1.53
O: 2.85 1.52 0.06
C: 1.73 -3.46 1.01
C: 0.65 -2.92 1.81
C: 0.12 -1.67 1.62
C: 0.69 -0.84 0.63
C: 2.04 -1.24 0.12
C: 2.38 -2.69 0.15
N: 0.20 0.28 0.13
C: -1.24 0.45 0.22
C: -2.00 -0.44 -0.54
C: -3.38 -0.36 -0.51
C: -3.99 0.61 0.27
C: -3.23 1.49 1.03
C: -1.84 1.41 1.01
H: 2.01 -4.50 1.15
H: 0.21 -3.55 2.57
H: -0.77 -1.35 2.15
H: 2.78 -0.75 0.78
H: 3.24 -3.02 -0.43
H: -1.49 -1.18 -1.16
H: -3.97 -1.05 -1.09
H: -5.07 0.68 0.30
H: -3.71 2.23 1.65
H: -1.26 2.07 1.64
O: 2.29 -0.55 -1.12
Se: 1.38 0.26 -3.38
O: 2.51 1.29 -2.64
O: 0.15 0.95 -2.49
O: 1.63 -1.19 -2.22

Mulliken population analysis, charges in e, atoms 1 to 6:
1. W 1.84
2. O -0.32
3. Cl 1.13
4. O -0.51
5. O -0.54
6. O -0.50

[8]
C12H10LaN3S5Sb as an isolated structure in a non-equilibrium geometry. Source: the OMol25 dataset; level of theory: ωB97M-V with the def2-TZVPD basis set.

HOMO-LUMO gap (alpha / beta) (eV): 6.01 / 7.46
Total charge: 0
HOMO energy (alpha / beta) (hartree): -0.2238 / -0.2788
⟨S²⟩: 0.7550
Spin multiplicity: 2
Energy relative to the best compared isomer or geometry (same formula, charge and spin) (kcal per mole): 23.83

Positions of all 32 atoms, in Å:
La: 0.17 -0.17 0.21
S: -2.42 1.04 0.94
C: -2.58 -0.50 -1.88
N: -1.32 -0.54 -2.04
C: -0.99 -1.15 -3.28
C: 0.31 -1.27 -3.89
C: 0.44 -2.18 -4.99
C: -0.70 -2.75 -5.61
C: -1.97 -2.44 -5.16
C: -2.08 -1.68 -3.98
S: -3.62 -1.22 -3.18
H: 1.19 -0.71 -3.54
H: 1.38 -2.44 -5.46
H: -0.69 -3.48 -6.48
H: -2.87 -2.91 -5.62
S: -0.10 -2.86 0.14
Sb: 2.12 -2.67 -0.96
S: 2.50 -0.51 -1.39
S: -3.47 0.03 -0.49
N: 1.48 3.28 6.16
C: 1.22 2.53 5.03
C: -0.04 2.09 4.66
C: -0.18 1.45 3.41
N: 0.80 1.17 2.53
C: 2.05 1.53 2.89
C: 2.36 2.09 4.07
H: 0.66 3.33 6.78
H: 2.10 4.04 6.18
H: -0.91 2.28 5.33
H: -1.21 1.21 3.03
H: 2.90 1.22 2.28
H: 3.45 2.18 4.31

Mulliken population analysis, charges in e, atoms 1 to 6:
1. La 1.60
2. S -0.52
3. C 0.42
4. N -0.18
5. C -0.36
6. C -0.34

no.,E_tot (eV)
1,-47038.4578
2,-148244.0020
3,-95166.7099
4,-48117.6730
5,-88051.8385
6,-63221.4462
7,-110144.3392
8,-78653.2798